# 1
206
Properties=species:S:1:pos:R:3:forces:R:3:lowdin_charge:R:1 method="wB97M-V/def2-TZVPD" e_homo_ev=-8.04 lumo_ha=0.0040 homo_lumo_gap_ha=0.2995
Cu -3.951 2.122 -0.858 0.20 0.02 0.76 0.551
Cu -3.379 0.469 1.676 0.12 -0.10 0.33 0.511
N -0.637 0.612 -1.376 0.36 -0.84 -0.59 0.303
H -0.536 -0.155 -2.079 0.64 0.66 0.50 0.089
H -1.115 1.407 -1.825 -0.60 0.29 0.25 0.078
H 0.240 1.010 -1.006 0.12 -0.65 0.10 0.120
H -1.162 0.144 -0.638 -0.42 0.52 0.45 0.079
N -0.396 4.316 -3.767 -1.07 1.01 0.92 0.266
H 0.592 4.411 -3.861 1.32 -0.45 -0.78 0.048
H -0.617 3.675 -2.915 -0.40 1.31 -0.46 0.077
H -0.847 3.852 -4.543 0.42 -0.02 -0.65 0.090
H -0.757 5.312 -3.694 -0.26 -1.54 0.34 0.105
C -3.859 -0.492 -0.812 -0.28 1.69 -2.00 -0.797
O -3.704 -1.150 -1.869 0.26 -0.78 -0.04 -0.039
O -2.963 -0.512 0.112 0.38 -0.47 0.91 -0.151
O -4.839 0.393 -0.762 0.35 -0.25 0.51 -0.157
C -1.726 3.642 -0.835 0.15 2.29 1.78 -0.851
O -0.867 4.497 -0.468 0.31 -0.33 0.47 -0.051
O -2.751 3.436 -0.049 -0.60 -0.95 -0.62 -0.144
O -1.647 3.103 -1.962 -0.54 -2.17 -1.21 -0.085
C 1.300 -1.112 -5.767 0.78 1.21 -0.59 -0.033
C 1.292 -0.698 -4.308 0.46 -0.79 1.37 -0.430
C 2.634 -0.194 -3.759 -1.75 2.32 -0.54 -0.031
O 0.341 0.341 -3.956 0.43 -0.49 -0.19 -0.117
H 2.158 -1.780 -5.913 0.04 0.30 -0.10 0.089
H 1.375 -0.221 -6.473 0.13 -1.03 0.92 0.101
H 0.460 -1.692 -6.078 -0.87 -0.27 0.06 0.055
H 1.117 -1.596 -3.661 -0.54 0.45 -0.65 0.136
H 2.973 0.655 -4.335 0.09 0.40 -0.55 0.078
H 3.434 -0.861 -3.767 0.99 -1.51 0.32 0.061
H 2.423 0.286 -2.797 0.29 -0.62 0.18 0.065
H -0.585 0.085 -4.110 -0.15 -0.48 -0.19 0.040
C 2.925 4.754 -6.194 1.34 2.04 -1.09 -0.058
C 3.137 5.268 -4.793 -1.69 -2.15 0.66 -0.452
C 2.465 6.576 -4.506 0.86 1.73 -0.82 -0.055
O 2.489 4.176 -4.046 0.36 0.87 0.57 -0.120
H 1.866 4.655 -6.314 -0.65 -0.38 -0.28 0.059
H 3.474 3.826 -6.388 -0.24 0.22 0.06 0.085
H 3.264 5.571 -6.905 -0.25 -1.08 0.44 0.103
H 4.168 5.290 -4.531 0.96 0.07 0.27 0.123
H 3.188 7.410 -4.763 -0.88 -0.73 0.00 0.108
H 2.223 6.761 -3.473 0.01 -0.36 0.60 0.075
H 1.547 6.707 -5.084 0.09 -0.09 -0.08 0.059
H 2.384 4.417 -3.097 0.15 -0.22 -0.26 0.042
O -0.224 2.137 -5.783 -1.19 0.54 0.23 -0.053
H 0.049 1.498 -5.103 0.45 -0.05 0.02 -0.015
H 0.449 2.151 -6.444 0.71 0.00 -0.58 0.022
O -2.721 -2.948 1.677 -0.82 -0.53 0.60 -0.051
H -3.689 -3.010 1.760 0.39 -0.01 0.28 0.069
H -2.659 -2.403 0.901 0.23 0.73 -0.94 -0.009
O 0.563 5.433 1.929 -0.69 -0.67 -0.31 -0.066
H 0.425 4.674 2.524 0.32 0.22 0.30 0.023
H -0.078 5.197 1.220 0.32 0.45 -0.14 0.034
O -4.172 1.313 3.298 1.27 0.30 -0.56 -0.034
H -5.014 1.208 2.886 -1.83 -0.53 -0.12 0.026
H -3.960 2.259 3.103 0.60 0.26 0.50 0.037
O -1.143 -2.137 -2.067 -1.42 1.46 0.88 -0.086
H -2.104 -1.769 -2.060 1.27 -0.71 0.26 0.037
H -1.094 -2.660 -2.860 0.13 -0.62 -0.93 0.006
O 0.017 -1.967 0.760 -1.76 0.14 -1.51 -0.108
H -0.706 -2.142 1.419 0.88 0.11 -1.02 0.024
H -0.423 -1.981 -0.182 0.95 -0.36 2.43 0.053
O 1.515 4.418 -1.465 -0.82 -0.36 -1.01 -0.070
H 2.101 4.552 -0.743 0.75 0.32 1.04 0.010
H 0.581 4.373 -1.084 0.36 0.30 -0.05 0.005
O 3.208 6.062 1.250 -1.16 -0.33 0.24 -0.106
H 3.169 6.976 1.552 0.16 -0.04 -0.09 0.021
H 2.281 5.743 1.466 0.92 0.31 -0.19 -0.001
O -6.075 -0.464 1.568 0.48 0.78 -0.53 -0.081
H -7.027 -0.367 1.474 -0.02 -0.05 0.03 0.045
H -5.696 0.009 0.768 -0.48 -0.64 0.40 0.011
O -3.000 3.708 2.689 -0.88 -0.40 -0.47 -0.038
H -2.067 3.682 2.854 1.09 0.10 0.63 0.013
H -2.983 3.575 1.718 -0.15 0.42 -0.39 0.016
O -1.603 -3.145 -4.862 0.72 0.01 0.01 -0.052
H -1.855 -2.256 -5.102 -0.04 0.56 -0.25 0.014
H -2.414 -3.492 -4.487 -0.66 -0.44 0.36 -0.007
O -6.353 -5.315 -2.825 -0.60 -0.05 0.25 -0.046
H -6.426 -6.257 -3.014 0.26 -0.01 -0.10 0.047
H -7.174 -5.139 -2.337 0.39 0.16 -0.17 0.054
O -3.794 -3.713 -3.237 -0.29 -0.33 -0.21 -0.051
H -3.734 -3.109 -2.493 -0.07 0.39 0.20 0.010
H -4.721 -3.999 -3.246 0.20 -0.13 -0.01 0.028
O -2.400 0.031 -4.309 -0.04 -0.17 0.17 -0.034
H -2.998 -0.360 -3.641 -0.05 0.27 -0.09 0.043
H -2.803 0.844 -4.641 0.00 -0.24 0.13 0.076
C -0.471 2.512 4.590 -2.12 0.38 -1.54 -0.060
O 0.096 3.005 3.383 0.43 0.29 -0.98 -0.229
C 0.204 2.047 2.295 -0.92 0.80 0.27 -0.187
C 1.632 1.863 1.897 0.44 1.45 -0.10 -0.219
N 1.652 0.842 0.896 0.59 -1.09 -0.80 -0.059
C 3.013 0.495 0.419 -0.90 -0.22 -0.63 -0.171
C 3.723 -0.587 1.221 0.04 0.78 -0.26 -0.193
O 4.087 0.002 2.474 0.94 -0.70 -0.27 -0.207
C 5.410 -0.337 2.907 -0.77 -0.42 0.76 -0.097
H -0.909 3.324 5.151 0.77 0.66 0.43 0.098
H 0.163 1.863 5.141 0.46 -0.55 0.41 0.060
H -1.413 2.069 4.252 0.09 -1.06 0.46 0.081
H -0.460 2.302 1.413 0.65 0.30 0.90 0.130
H -0.159 1.095 2.651 -0.23 -0.57 0.29 0.101
H 2.180 1.627 2.802 0.33 -0.18 0.29 0.109
H 2.101 2.816 1.482 -0.73 -1.05 0.41 0.147
H 1.194 -0.036 1.209 0.29 0.69 -0.12 0.089
H 3.644 1.384 0.389 -0.12 0.11 0.20 0.126
H 2.888 0.204 -0.637 0.30 -0.33 0.32 0.093
H 4.613 -0.869 0.651 0.08 -0.16 0.13 0.119
H 3.087 -1.473 1.339 0.07 0.06 0.20 0.116
H 6.185 -0.291 2.159 0.00 0.17 -0.73 0.078
H 5.479 -1.334 3.377 -0.30 0.13 -0.26 0.092
H 5.657 0.377 3.672 0.13 0.39 0.37 0.074
C -6.092 -6.087 5.512 -0.19 0.62 0.20 -0.130
O -4.747 -6.355 5.180 -0.20 0.15 0.62 -0.206
C -4.516 -6.224 3.788 0.47 -1.04 1.23 -0.203
C -3.055 -6.602 3.496 0.57 1.62 0.06 -0.193
N -2.703 -6.087 2.209 -1.31 -0.78 -1.25 -0.104
C -1.353 -6.338 1.865 1.64 -0.53 0.83 -0.229
C -1.073 -6.030 0.410 -0.65 0.42 -0.90 -0.228
O -1.785 -6.951 -0.432 0.18 0.70 -0.63 -0.201
C -1.751 -6.445 -1.788 -0.80 -0.25 0.85 -0.090
H -6.774 -6.812 5.061 0.00 -0.27 0.04 0.079
H -6.432 -5.095 5.133 0.36 -0.33 0.21 0.089
H -6.216 -6.089 6.613 0.24 -0.12 -0.66 0.094
H -4.742 -5.198 3.532 0.10 0.52 -0.54 0.107
H -5.236 -6.892 3.313 0.17 0.00 -0.65 0.123
H -2.836 -7.662 3.479 -0.35 -0.32 0.37 0.117
H -2.303 -6.090 4.164 -1.03 -0.67 0.67 0.125
H -2.962 -5.127 2.111 0.20 0.53 -0.09 0.068
H -1.168 -7.466 2.033 0.05 1.74 -0.07 0.148
H -0.676 -5.681 2.570 -0.46 -1.34 -1.22 0.142
H -0.033 -6.124 0.077 0.28 0.25 0.70 0.110
H -1.406 -4.979 0.183 0.22 -0.71 0.21 0.119
H -2.577 -5.713 -1.930 0.84 0.05 0.09 0.082
H -1.985 -7.256 -2.469 0.14 -0.36 0.03 0.077
H -0.749 -6.058 -2.022 -0.32 0.18 -0.08 0.078
C -3.523 -1.964 7.465 -0.01 0.75 0.85 -0.141
O -2.721 -1.726 6.353 0.76 -0.86 -0.95 -0.196
C -2.276 -2.947 5.713 -0.92 0.20 0.62 -0.195
C -1.119 -2.654 4.796 0.15 -1.01 -1.09 -0.240
N 0.000 -2.009 5.408 -0.28 1.13 1.37 -0.055
C 1.054 -1.625 4.488 -0.85 -0.44 -0.13 -0.203
C 2.183 -0.955 5.222 -0.41 -0.26 -0.30 -0.194
O 1.757 0.383 5.451 0.23 -0.66 0.38 -0.215
C 2.762 1.210 5.962 -0.93 1.86 0.37 -0.113
H -3.861 -0.967 7.794 -0.11 -0.47 -0.07 0.092
H -2.926 -2.381 8.296 -0.26 -0.17 -0.22 0.092
H -4.393 -2.601 7.256 0.11 0.01 -0.04 0.085
H -3.096 -3.330 5.102 -0.20 0.04 -0.26 0.110
H -2.151 -3.764 6.461 0.64 0.71 -0.19 0.133
H -1.487 -2.159 3.876 -0.13 0.39 0.34 0.103
H -0.774 -3.619 4.381 -0.09 0.03 0.26 0.119
H -0.352 -1.153 5.866 0.28 -0.61 -0.14 0.123
H 0.641 -0.937 3.748 0.17 0.34 -0.44 0.104
H 1.310 -2.533 3.947 0.61 -0.07 -0.04 0.126
H 3.069 -0.879 4.633 0.73 -0.24 -0.71 0.090
H 2.413 -1.578 6.100 -0.14 0.61 0.33 0.134
H 2.881 1.097 7.058 0.02 0.13 -0.51 0.101
H 2.450 2.244 5.674 -0.08 -0.49 0.84 0.099
H 3.710 1.192 5.465 0.82 -0.98 -0.44 0.068
C 8.705 -4.416 1.857 0.29 0.55 -0.55 -0.130
O 7.709 -4.952 1.007 0.36 -1.45 -0.66 -0.213
C 7.925 -6.367 0.688 -1.04 0.65 -0.76 -0.169
C 6.699 -6.898 -0.147 0.67 1.34 -0.03 -0.209
N 5.436 -6.775 0.578 0.23 0.08 0.03 -0.057
C 4.208 -7.058 -0.155 0.57 -0.28 -1.57 -0.197
C 3.646 -5.949 -1.060 -0.27 0.39 1.45 -0.198
O 3.179 -4.858 -0.226 0.58 -1.78 0.26 -0.188
C 2.441 -3.916 -0.913 -0.03 0.40 -0.84 -0.141
H 9.752 -4.709 1.630 -0.53 -0.20 -0.30 0.087
H 8.504 -4.737 2.869 -0.01 0.24 0.57 0.078
H 8.678 -3.312 1.719 -0.18 -0.73 0.45 0.094
H 8.021 -6.961 1.583 -0.03 -0.09 0.65 0.108
H 8.870 -6.455 0.125 -0.39 -0.03 -0.02 0.119
H 6.820 -7.908 -0.458 0.44 -1.31 0.42 0.095
H 6.780 -6.430 -1.145 -0.48 0.74 0.24 0.110
H 5.402 -5.868 1.001 -0.15 0.49 0.26 0.093
H 3.354 -7.327 0.489 0.67 -0.31 0.06 0.118
H 4.497 -7.883 -0.884 -0.78 0.52 1.02 0.134
H 2.800 -6.384 -1.590 -0.15 0.07 -0.31 0.115
H 4.394 -5.588 -1.751 0.26 0.25 -0.42 0.111
H 1.511 -4.271 -1.374 -0.07 -0.32 0.26 0.084
H 3.051 -3.540 -1.723 0.20 0.50 -0.55 0.079
H 2.212 -3.107 -0.243 -0.22 0.31 0.34 0.059
C -0.977 8.851 0.938 -0.14 -0.39 -0.33 -0.081
O -1.234 7.970 -0.159 1.25 0.58 1.46 -0.188
C -2.562 8.022 -0.527 -0.66 -0.92 -0.81 -0.249
C -2.743 6.842 -1.512 -1.13 -0.05 1.47 -0.194
N -1.783 6.884 -2.569 0.04 0.42 -1.07 -0.064
C -2.021 7.994 -3.513 -0.40 -0.90 -0.48 -0.185
C -0.970 7.938 -4.618 -1.44 -0.51 -1.34 -0.173
O -1.027 6.670 -5.339 0.33 -0.11 1.66 -0.249
C -1.289 6.779 -6.694 0.48 0.80 -0.76 -0.127
H 0.030 8.730 1.314 0.23 -0.27 -0.20 0.084
H -1.668 8.674 1.757 -0.18 -0.26 0.19 0.085
H -1.120 9.873 0.630 0.00 0.65 -0.25 0.078
H -2.767 8.974 -1.055 -0.24 -0.12 0.42 0.115
H -3.231 7.872 0.342 0.10 0.29 -0.30 0.131
H -3.743 6.980 -1.935 -0.05 -0.35 -0.12 0.118
H -2.719 5.871 -0.933 0.13 1.17 -0.77 0.117
H -0.867 6.933 -2.162 0.55 0.20 0.32 0.105
H -2.028 9.046 -3.120 -0.02 -0.82 0.03 0.125
H -3.031 7.746 -3.951 0.87 0.64 0.25 0.139
H 0.016 8.019 -4.199 0.55 0.32 0.08 0.100
H -1.198 8.722 -5.373 0.49 -0.10 0.63 0.128
H -0.462 7.301 -7.194 -0.14 0.23 -0.10 0.092
H -2.208 7.341 -6.819 -0.33 0.06 -0.48 0.087
H -1.343 5.820 -7.203 -0.25 -0.31 0.47 0.090

---

# 2
82
Properties=species:S:1:pos:R:3:forces:R:3:mulliken_spin:R:1 method="wB97M-V/def2-TZVPD" charge=-1 e_homo_ev="-4.79 / -4.84" s2=0.755 lumo_ha="0.0714 / 0.0715" spin_multiplicity=2 homo_lumo_gap_ha="0.2475 / 0.2492"
Ti -0.216 0.526 -0.161 -0.44 -0.48 -0.61 0.930
C -3.019 -2.405 1.685 -0.06 0.03 -0.08 0.001
C -3.278 -1.037 2.236 -0.04 -0.03 0.01 0.009
C -4.395 -0.797 3.078 0.04 0.02 0.06 -0.002
C -4.614 0.451 3.578 0.03 -0.03 -0.01 0.003
C -3.731 1.501 3.237 -0.01 -0.02 0.00 -0.003
C -3.832 2.837 3.700 0.04 0.03 0.00 0.014
Br -5.230 3.336 4.890 -0.01 0.00 0.00 0.001
C -2.930 3.786 3.321 -0.01 -0.04 0.00 -0.007
C -1.884 3.453 2.444 -0.05 -0.05 0.04 0.017
Br -0.651 4.797 1.952 0.02 -0.01 -0.01 0.001
C -1.735 2.179 1.931 0.06 -0.25 0.03 0.005
O -0.796 1.832 1.109 0.21 0.84 0.12 -0.002
C -2.670 1.175 2.368 -0.06 0.04 0.04 0.009
N -2.454 -0.078 1.901 -0.39 0.08 -0.26 -0.010
H -3.495 -3.180 2.287 0.00 0.01 0.00 0.000
H -1.948 -2.596 1.633 0.02 -0.01 0.00 0.001
H -3.405 -2.475 0.664 0.01 0.00 0.06 0.000
H -5.057 -1.618 3.324 0.00 0.01 -0.01 0.000
H -5.451 0.651 4.232 -0.02 0.00 0.00 0.000
H -3.010 4.800 3.684 -0.01 -0.01 0.00 0.000
C 0.471 0.222 5.256 -0.01 0.02 -0.01 0.000
N 1.460 0.707 4.317 0.06 0.04 0.04 0.001
C 2.484 1.588 4.598 -0.01 -0.02 -0.04 0.000
C 3.124 1.843 3.450 -0.02 0.01 0.09 0.001
N 2.488 1.116 2.436 0.02 0.13 0.00 -0.001
C 1.438 0.406 2.988 -0.11 0.00 -0.01 0.000
S 0.297 -0.600 2.324 0.48 -0.22 -0.03 -0.006
C 3.007 1.022 1.121 -0.04 0.02 -0.08 0.000
C 4.217 1.652 0.828 0.04 -0.03 0.07 -0.008
C 4.788 1.449 -0.410 0.03 0.02 -0.08 0.001
C 4.149 0.630 -1.325 -0.01 0.01 -0.02 0.002
C 2.912 0.129 -0.978 0.05 -0.06 0.01 0.023
N 2.327 0.331 0.212 -0.16 0.31 0.04 0.014
H 0.823 0.433 6.264 -0.01 0.02 0.00 0.000
H 0.335 -0.849 5.126 0.02 -0.01 0.02 0.000
H -0.489 0.712 5.084 -0.01 0.00 -0.02 0.000
H 2.661 1.963 5.590 -0.01 -0.01 -0.03 0.000
H 3.973 2.472 3.283 -0.06 0.05 -0.02 0.000
H 4.710 2.300 1.532 0.02 -0.07 0.03 0.000
H 5.726 1.934 -0.653 -0.01 -0.02 0.00 0.000
H 4.559 0.415 -2.301 0.00 0.02 0.01 0.000
H 2.339 -0.444 -1.689 -0.05 -0.05 -0.06 0.004
Se -2.689 1.430 -1.274 0.11 0.07 0.31 -0.004
C -3.600 0.544 -2.590 0.00 -0.11 -0.10 0.004
N -4.224 0.023 -3.418 0.09 0.09 0.09 -0.003
F 3.556 5.146 -4.153 0.04 0.05 -0.04 0.000
C 2.794 4.211 -3.568 -0.05 -0.06 -0.02 0.000
C 2.299 3.146 -4.302 0.02 0.07 0.07 0.000
F 2.584 3.058 -5.605 0.03 -0.01 -0.10 0.000
C 1.518 2.181 -3.698 0.04 0.11 0.19 -0.005
F 1.066 1.169 -4.436 -0.05 -0.07 -0.09 0.000
C 1.200 2.233 -2.332 -0.07 -0.13 -0.27 0.000
O 0.492 1.285 -1.777 0.17 -0.04 0.40 -0.018
C 1.703 3.331 -1.628 -0.04 -0.11 -0.09 0.012
F 1.430 3.434 -0.326 0.02 0.01 0.28 0.006
C 2.486 4.299 -2.225 0.02 -0.01 -0.01 0.001
F 2.959 5.320 -1.498 0.01 0.03 0.02 0.000
C 3.016 -2.672 -4.267 -0.01 0.00 -0.01 -0.001
C 3.214 -3.298 -3.043 0.01 0.00 0.01 0.000
C 2.268 -3.165 -2.033 0.01 0.00 0.02 -0.004
C 1.110 -2.404 -2.209 -0.02 0.01 -0.01 0.002
C 0.928 -1.792 -3.455 0.00 0.02 0.02 -0.008
C 1.864 -1.922 -4.472 0.00 -0.01 -0.01 0.002
Si -0.133 -2.086 -0.790 0.07 -0.15 0.01 0.029
C -1.630 -3.133 -1.308 0.01 0.00 -0.02 -0.004
C -2.584 -2.622 -2.188 0.01 0.00 0.01 0.001
C -3.697 -3.361 -2.569 -0.01 0.00 0.01 0.002
C -3.875 -4.644 -2.069 -0.01 0.01 -0.01 -0.001
C -2.932 -5.180 -1.200 0.01 -0.01 0.00 0.000
C -1.822 -4.432 -0.829 -0.02 -0.03 0.01 -0.004
H 3.751 -2.770 -5.057 -0.01 0.00 0.02 0.000
H 4.106 -3.891 -2.875 -0.01 0.01 0.00 0.000
H 2.440 -3.653 -1.078 -0.01 0.01 -0.03 -0.001
H 0.052 -1.172 -3.624 0.03 -0.03 0.00 -0.001
H 1.699 -1.424 -5.422 0.01 -0.02 0.03 0.000
H 0.459 -2.958 0.291 -0.01 0.02 -0.01 0.002
H -2.478 -1.619 -2.576 0.00 0.00 0.00 -0.001
H -4.422 -2.912 -3.238 0.02 -0.02 0.02 0.000
H -4.747 -5.225 -2.353 0.02 0.01 0.01 0.000
H -3.063 -6.184 -0.809 0.00 0.02 -0.01 0.000
H -1.097 -4.860 -0.143 -0.02 0.01 -0.02 0.000